ORCA calculation (ωB97M-V with the def2-TZVPD basis set) on a 3-piece molecular cluster, C16H29N2O6PS overall in a non-equilibrium geometry.

**Energy relative to the best compared isomer or geometry (same formula, charge and spin)**: 136.86 kcal/mol
**Gap between HOMO and LUMO**: 0.2382 Ha
**SMILES**: O=C(O)CC1=CC(=O)C([PH2]=S)=CC1=O.COC[C@@H](C)N.COC[C@@H](C)N
**HOMO**: -0.3261 Eh

The geometry in XYZ format:
```
55
Properties=species:S:1:pos:R:3:forces:R:3:nbo_charge:R:1
O 0.8397 -0.4214 -1.0535 -2.7 1.9 -8.3 -0.57
C 0.4218 -0.0649 -2.2723 1.3 -1.0 4.4 0.79
O 0.1634 -1.0336 -3.3617 -0.2 2.9 2.3 -0.69
C 0.1155 1.5487 -2.5860 -1.5 -0.7 -0.8 -0.54
C -1.5390 1.6880 -2.5084 -1.9 1.1 -2.6 -0.05
C -2.3550 2.1757 -3.6846 1.1 -2.0 4.4 -0.26
C -4.0052 2.1920 -3.4164 -2.8 3.5 -2.3 0.51
O -4.8160 3.1435 -3.9241 5.4 -6.4 3.4 -0.47
C -4.5599 0.9038 -2.5054 3.4 -1.3 3.6 -0.38
P -6.1851 -0.0493 -2.8577 -0.1 1.1 -0.8 0.80
S -7.6297 1.1419 -3.3869 0.3 -0.5 0.2 -0.52
C -3.7403 0.4091 -1.3300 -1.0 2.6 -3.8 -0.22
C -2.3053 1.2350 -1.0931 1.6 0.5 4.3 0.50
O -1.7910 1.4762 0.1248 -3.2 -1.6 -8.0 -0.49
H -0.4429 -0.6377 -4.0635 1.2 -0.3 1.4 0.50
H 0.6432 2.2695 -1.8288 -0.9 -1.7 -1.4 0.30
H 0.3897 1.8014 -3.7197 -0.4 -0.6 2.6 0.24
H -1.8514 2.4686 -4.7000 -1.3 -0.4 2.2 0.27
H -6.5043 -0.8502 -1.6874 0.9 0.4 -0.7 0.01
H -5.8569 -1.0198 -3.9100 0.1 0.6 1.1 0.00
H -4.0800 -0.4937 -0.6578 0.9 2.1 -1.3 0.27
C 3.6693 3.9961 3.3650 0.4 -0.1 -0.1 -0.25
O 3.9416 2.7640 2.7134 -0.5 -0.1 0.1 -0.55
C 2.7766 2.0443 2.3010 0.2 -0.1 -0.2 -0.08
C 2.1371 2.5576 0.9894 0.2 0.2 0.3 -0.09
C 1.3533 3.8564 1.1562 -0.2 0.2 -0.1 -0.61
N 3.1464 2.7401 -0.0640 0.2 -0.2 0.1 -0.84
H 2.7634 3.9488 3.9764 0.0 0.0 -0.1 0.17
H 3.5960 4.7977 2.6289 -0.2 0.1 0.1 0.16
H 4.5164 4.2287 4.0180 -0.1 -0.1 -0.1 0.19
H 3.1123 1.0152 2.1308 0.1 0.1 0.0 0.19
H 2.0427 1.9981 3.1156 0.0 0.2 0.0 0.17
H 1.4258 1.7934 0.6531 0.2 -0.1 0.1 0.21
H 1.9994 4.7370 1.2200 0.0 -0.2 0.0 0.20
H 0.6944 4.0148 0.2940 0.1 -0.1 0.1 0.21
H 0.7254 3.8263 2.0519 0.0 0.0 -0.1 0.21
H 3.5926 1.8404 -0.2482 -0.2 0.1 -0.1 0.36
H 3.9013 3.3076 0.3321 -0.3 -0.1 -0.2 0.36
C -0.3049 -6.0251 1.1596 -0.1 0.0 -0.5 -0.25
O -0.6540 -4.7950 0.5415 -0.1 0.2 0.5 -0.55
C -0.5123 -3.6493 1.3856 0.1 0.2 -0.2 -0.07
C 0.9383 -3.1298 1.5226 0.0 -0.4 -0.3 -0.08
C 1.8137 -3.9871 2.4323 0.2 0.0 0.3 -0.61
N 1.5898 -3.0055 0.2105 -0.5 -0.2 -0.1 -0.83
H -0.5688 -6.0437 2.2211 0.1 0.1 0.0 0.17
H 0.7595 -6.2206 1.0236 0.0 -0.1 0.2 0.17
H -0.8517 -6.8264 0.6525 0.0 0.2 0.0 0.19
H -1.1082 -2.8608 0.9126 0.1 -0.1 -0.1 0.18
H -0.9684 -3.8335 2.3666 0.1 -0.2 0.0 0.16
H 0.8854 -2.1317 1.9743 -0.1 0.0 -0.1 0.19
H 2.1576 -4.9058 1.9478 -0.1 0.1 0.0 0.20
H 2.7137 -3.4328 2.7244 -0.2 -0.1 -0.1 0.22
H 1.2816 -4.2612 3.3484 0.0 0.0 0.0 0.20
H 1.0580 -2.3440 -0.3569 0.3 0.0 0.2 0.38
H 1.4652 -3.8972 -0.2775 0.2 0.2 0.2 0.35
```
Forces are in eV/Å.



ORCA calculation (ωB97M-V with the def2-TZVPD basis set) on the molecule C4H7NO3 in a non-equilibrium geometry.

**Energy relative to the best compared isomer or geometry (same formula, charge and spin)**: 214.09 kcal/mol
**Gap between HOMO and LUMO**: 0.3345 Ha
**SMILES**: CCC(=O)C(=O)NO
**HOMO**: -0.3448 Eh

The geometry in XYZ format:
```
15
Properties=species:S:1:pos:R:3:forces:R:3:nbo_charge:R:1
C 2.2397 -0.3253 -0.2033 -1.3 2.9 0.6 -0.65
C 0.7274 0.0778 -0.3253 1.0 -1.2 -1.9 -0.59
C -0.2148 -1.0224 0.3578 -0.5 1.1 -2.5 0.48
O -0.2733 -1.9831 1.0953 1.6 1.6 -0.5 -0.47
C -1.5062 -0.5863 -0.3052 -4.0 -4.8 1.9 0.53
O -2.3348 -1.5558 -0.5331 2.9 5.5 -0.3 -0.52
N -1.7945 0.8410 -0.1428 -7.2 -4.7 0.8 -0.36
O -0.9831 1.3934 0.7966 -1.1 0.6 2.9 -0.53
H 2.5329 -1.2244 -0.9428 -0.5 1.9 2.5 0.24
H 1.8791 -0.3942 0.9709 3.4 -0.9 -2.2 0.25
H 2.8780 0.7398 -0.4500 -1.4 -3.4 0.9 0.21
H 0.3104 1.0482 0.2679 2.8 -2.8 -1.9 0.31
H 0.3740 0.1736 -1.5043 0.4 -0.4 2.9 0.22
H -2.8402 0.6051 0.5355 3.4 1.2 -3.0 0.39
H -0.9947 2.2127 0.3830 0.6 3.3 -0.1 0.49
```
Forces are in eV/Å.



ORCA calculation (ωB97M-V with the def2-TZVPD basis set) on FN3O9Pt3 as an isolated structure in a non-equilibrium geometry.

**Gap between HOMO and LUMO (alpha / beta)**: 0.2614 / 0.1934 Ha
**Multiplicity**: 7
**HOMO (alpha / beta)**: -0.6470 / -0.6335 Eh
**Charge**: +2
**⟨S²⟩**: 12.047

The geometry in XYZ format:
```
16
Properties=species:S:1:pos:R:3:forces:R:3:lowdin_spin:R:1
Pt -2.2369 0.4894 -0.0277 2.9 -0.1 -0.5 1.54
Pt -0.2439 -1.4380 2.4292 0.7 -0.3 -0.9 0.93
Pt 2.1396 0.3621 -0.4120 -1.4 -1.8 -0.2 1.47
N -0.2486 -0.8843 -2.4247 0.9 3.3 -1.8 0.00
O -0.3803 -1.2700 -3.5469 -0.4 -1.0 1.8 0.07
O 0.8467 -0.3346 -2.0914 1.6 -0.1 0.3 0.13
O -1.2340 -0.6030 -1.6616 -2.5 -0.9 0.9 0.22
N 1.8471 -2.8755 0.5561 0.3 -1.6 -0.1 0.00
O 2.5790 -3.7156 0.1329 -0.5 0.6 0.5 0.07
O 0.9446 -3.0691 1.3870 -0.6 0.4 0.9 0.07
O 1.9103 -1.7057 0.0302 0.6 2.0 -1.0 0.30
N -1.4308 3.7145 1.2300 0.5 -1.2 0.8 -0.04
O -0.6435 3.5678 2.1352 -0.6 1.0 -0.4 0.27
O -1.5801 2.7770 0.4143 -0.5 -0.5 -1.0 0.31
O -2.1193 4.7026 1.0323 0.3 0.2 0.3 0.51
F -0.1500 0.2822 0.8172 -1.3 -0.2 0.3 0.16
```
Forces are in eV/Å.